No. 1
Entry from the OMol25 dataset: C4H3N3O in the gas phase in a non-equilibrium geometry (ωB97M-V/def2-TZVPD).

Element x y z (Å)
N (3.37, -0.47, 0.07)
C (2.15, -0.73, -0.11)
C (0.72, -0.73, -0.16)
N (-0.15, -1.67, 0.01)
N (-1.27, -1.01, 0.01)
C (-1.25, 0.30, -0.02)
C (0.08, 0.66, -0.05)
O (0.67, 1.89, -0.10)
H (-2.10, -1.62, -0.10)
H (-2.03, 0.89, -0.01)
H (-0.20, 2.48, 0.46)

Calculated values
SMILES string   N#Cc1n[nH]cc1O
HOMO-LUMO gap   9.063 eV
DFT total energy   -10710.6776 eV
Relative energy (zero: lowest compared OMol25 entry of this formula, charge and spin)   286.9 kJ/mol
F_max   0.1811 Eh/bohr

=====

No. 2
Entry from the OMol25 dataset: 2 unconnected molecules or ions with the total composition C4H12NSi in a non-equilibrium geometry (ωB97M-V/def2-TZVPD).

Element x y z (Å)
C (-0.32, -0.13, -0.23)
C (0.99, -1.73, -0.39)
C (1.00, 1.41, 1.11)
C (-1.52, 1.61, 0.84)
N (-0.29, 0.71, 0.91)
Si (0.72, -2.65, -2.08)
H (-0.66, 0.30, -1.20)
H (1.52, -2.02, 0.51)
H (0.77, 2.34, 1.62)
H (1.87, 0.93, 1.71)
H (1.53, 1.61, 0.12)
H (-1.81, 1.90, 1.91)
H (-1.27, 2.49, 0.37)
H (-2.38, 1.16, 0.45)
H (-0.37, 0.10, 1.75)
H (1.09, -4.13, -2.12)
H (1.48, -1.83, -2.93)
H (-0.72, -2.33, -2.28)

Calculated values
Total charge   +1
HOMO-LUMO gap (alpha / beta)   8.384 / 9.551 eV
DFT total energy   -13696.5135 eV
Relative energy (zero: lowest compared OMol25 entry of this formula, charge and spin)   626.5 kJ/mol
F_max   0.1219 Eh/bohr

=====

No. 3
Entry from the OMol25 dataset: 2 unconnected molecules or ions with the total composition CH6NO2 in a non-equilibrium geometry (ωB97M-V/def2-TZVPD).

Element x y z (Å)
N (0.33, 0.69, 1.52)
H (-0.02, 1.14, 2.38)
H (0.71, -0.22, 1.81)
H (0.95, 1.28, 0.91)
H (-0.43, 0.41, 0.84)
O (-1.28, -0.30, -0.34)
C (-0.58, -0.41, -1.33)
O (0.66, -0.89, -1.37)
H (-1.02, -0.17, -2.32)
H (0.67, -1.53, -2.10)

Calculated values
Total charge   +1
HOMO-LUMO gap   12.229 eV
DFT total energy   -6712.5769 eV
Relative energy (zero: lowest compared OMol25 entry of this formula, charge and spin)   55.4 kJ/mol
F_max   0.0437 Eh/bohr

=====

No. 4
Entry from the OMol25 dataset: a molecular structure, C2H2BiFO in a non-equilibrium geometry (ωB97M-V/def2-TZVPD).

Element x y z (Å)
C (-1.11, -0.45, -0.17)
C (0.07, -0.92, -0.79)
O (0.16, -0.86, 0.70)
H (-2.06, -0.96, 0.01)
F (-1.18, 0.93, -0.02)
H (0.05, -1.95, -1.17)
Bi (1.41, 0.70, 0.02)

Calculated values
Total charge   +2
HOMO-LUMO gap   8.415 eV
DFT total energy   -12686.2338 eV
Relative energy (zero: lowest compared OMol25 entry of this formula, charge and spin)   0.0 kJ/mol
F_max   0.0423 Eh/bohr

=====

No. 5
Entry from the OMol25 dataset: a molecular structure, C23H51Br3N3O4P3 in a non-equilibrium geometry (ωB97M-V/def2-TZVPD).

Element x y z (Å)
C (-5.83, 3.31, 1.13)
C (-4.47, 2.77, 1.60)
P (-3.94, 1.41, 0.50)
C (-4.58, -0.10, 1.33)
N (-2.16, 1.23, 0.55)
C (-1.38, 2.17, 1.34)
P (-1.59, 2.10, 3.24)
O (-2.80, 1.01, 3.47)
O (-2.08, 3.56, 3.74)
C (-1.36, 3.64, 0.74)
P (0.38, 4.31, 1.11)
N (0.36, 5.41, 2.23)
N (-1.72, 3.57, -0.73)
C (-1.57, 4.84, -1.50)
Br (-2.20, 4.53, -3.33)
C (-2.33, 6.06, -0.96)
C (-1.52, 6.95, -0.01)
Br (-4.07, 5.64, -0.22)
C (-0.97, 2.42, -1.30)
C (-1.54, 1.10, -0.78)
O (-0.45, 0.19, -0.64)
C (-2.48, 0.50, -1.83)
C (-1.69, 0.02, -3.09)
C (-1.57, -1.51, -3.21)
C (-0.14, -2.05, -2.99)
C (-0.07, -2.94, -1.75)
C (1.35, -3.02, -1.15)
C (1.70, -4.40, -0.57)
C (3.18, -4.74, -0.73)
C (3.63, -5.91, 0.17)
C (4.63, -5.51, 1.28)
C (5.88, -6.41, 1.33)
C (7.12, -5.76, 0.70)
O (8.20, -5.76, 1.62)
C (9.43, -5.64, 0.95)
H (-5.89, 4.36, 1.59)
H (-6.63, 2.73, 1.58)
H (-5.92, 3.32, 0.05)
H (-4.62, 2.38, 2.60)
H (-3.79, 3.61, 1.62)
H (-5.03, 0.12, 2.29)
H (-5.34, -0.51, 0.67)
H (-3.78, -0.84, 1.41)
H (-0.35, 1.84, 1.25)
H (-3.28, 1.30, 4.26)
H (-2.82, 3.96, 3.24)
H (-2.00, 4.32, 1.28)
H (0.98, 4.72, -0.10)
H (1.12, 3.21, 1.55)
H (0.75, 6.27, 1.86)
H (-2.73, 3.32, -0.81)
H (-0.53, 5.12, -1.62)
H (-2.53, 6.67, -1.83)
H (-1.79, 6.82, 1.03)
H (-0.46, 6.82, -0.16)
H (-1.73, 7.98, -0.28)
H (-1.02, 2.37, -2.38)
H (0.09, 2.47, -1.04)
H (-0.68, -0.40, 0.08)
H (-2.97, -0.38, -1.42)
H (-3.21, 1.22, -2.16)
H (-2.19, 0.44, -3.96)
H (-0.69, 0.44, -3.05)
H (-1.83, -1.76, -4.24)
H (-2.26, -2.02, -2.55)
H (0.15, -2.66, -3.84)
H (0.56, -1.22, -2.90)
H (-0.42, -3.94, -1.99)
H (-0.75, -2.56, -0.98)
H (2.06, -2.79, -1.95)
H (1.41, -2.28, -0.37)
H (1.48, -4.39, 0.50)
H (1.10, -5.19, -1.01)
H (3.81, -3.88, -0.50)
H (3.34, -5.02, -1.77)
H (4.15, -6.61, -0.48)
H (2.77, -6.42, 0.60)
H (4.13, -5.60, 2.24)
H (4.95, -4.49, 1.15)
H (6.14, -6.56, 2.38)
H (5.70, -7.38, 0.88)
H (7.42, -6.35, -0.17)
H (6.92, -4.73, 0.40)
H (9.39, -4.89, 0.16)
H (10.20, -5.35, 1.67)
H (9.68, -6.59, 0.48)
Br (-6.44, 6.03, 2.50)

Calculated values
HOMO-LUMO gap   5.848 eV
DFT total energy   -275328.4004 eV
F_max   0.0446 Eh/bohr

=====

No. 6
Entry from the OMol25 dataset: a molecular structure, C4H11O3Rb in a non-equilibrium geometry (ωB97M-V/def2-TZVPD).

Element x y z (Å)
C (-2.08, -0.93, -2.83)
C (-1.56, 0.04, -1.80)
O (-0.17, 0.12, -1.71)
Rb (1.96, -2.08, -2.23)
H (-3.17, -0.83, -2.94)
H (-1.61, -0.76, -3.81)
H (-1.93, -1.97, -2.50)
H (-1.90, -0.25, -0.78)
H (-1.92, 1.07, -1.99)
O (1.58, 0.17, 0.34)
C (1.52, -0.15, 1.69)
C (1.34, 1.12, 2.50)
O (0.46, 0.81, 3.55)
H (0.40, 0.47, -0.37)
H (2.45, -0.69, 1.96)
H (0.70, -0.87, 1.87)
H (0.93, 1.92, 1.86)
H (2.32, 1.45, 2.88)
H (0.66, 1.34, 4.32)

Calculated values
Total charge   +1
2S+1   2
HOMO-LUMO gap (alpha / beta)   9.088 / 6.063 eV
Expectation value of S²   0.772
DFT total energy   -11114.4586 eV
F_max   0.0845 Eh/bohr

=====

No. 7
Entry from the OMol25 dataset: a molecular structure, C5H7NS2 in a non-equilibrium geometry (ωB97M-V/def2-TZVPD).

Element x y z (Å)
C (-0.24, -0.76, -0.05)
C (-0.59, 0.36, -1.01)
C (0.17, 1.22, 0.09)
C (-0.48, 0.26, 1.09)
C (1.28, -0.63, -0.04)
H (-2.24, -1.90, -0.43)
H (-0.18, 0.11, -2.05)
H (-1.71, 0.65, -1.07)
H (0.00, 2.32, 0.06)
H (0.19, 0.14, 1.96)
H (-1.49, 0.55, 1.29)
H (2.38, 1.18, 0.21)
N (1.52, 0.74, -0.09)
S (-1.03, -2.40, 0.05)
S (2.41, -1.84, -0.01)

Calculated values
HOMO-LUMO gap   9.094 eV
DFT total energy   -28457.2552 eV
Relative energy (zero: lowest compared OMol25 entry of this formula, charge and spin)   155.5 kJ/mol
F_max   0.0583 Eh/bohr

=====

No. 8
Entry from the OMol25 dataset: 3 unconnected molecules or ions with the total composition C2H3ClO2S in a non-equilibrium geometry (ωB97M-V/def2-TZVPD).

Element x y z (Å)
C (0.64, -1.80, 1.14)
C (0.48, -2.42, 0.14)
O (-1.09, 0.31, -1.18)
O (-1.33, 2.13, 0.36)
S (-1.85, 1.48, -0.81)
Cl (1.78, 2.15, -0.71)
H (0.59, -1.11, 1.96)
H (0.48, 2.18, -0.09)
H (0.30, -2.91, -0.80)

Calculated values
HOMO-LUMO gap   8.658 eV
DFT total energy   -29572.2352 eV
Relative energy (zero: lowest compared OMol25 entry of this formula, charge and spin)   239.2 kJ/mol
F_max   0.0621 Eh/bohr